# C43H39ClMnN4O7S2Sb

C43H39ClMnN4O7S2Sb as an isolated structure at a distorted geometry (the ωB97M-V functional and the def2-TZVPD basis, the Open Molecules 2025 dataset).

```
! wB97M-V def2-TZVPD RIJCOSX def2/J DEFGRID3
* xyz -1 6
C -1.4330 2.7063 -1.1902
N 0.7492 3.6029 -1.2940
C -3.5983 1.8959 -1.8452
C -2.2086 0.9074 1.9038
C -0.7443 -3.8106 2.7646
C 1.8000 5.7229 1.0633
H 2.3385 6.7932 -0.7319
C 0.0389 2.5199 -1.1355
C -5.0135 -1.8622 -3.9720
C 3.1326 -3.5482 -0.4938
H 1.0300 -3.1813 -2.9637
O 3.4400 0.9963 -0.3144
H -2.2062 -4.3562 4.2336
H -0.3626 -0.0538 5.1480
C 0.4317 -5.2495 -3.0705
C 4.0708 5.0344 -1.3531
H 2.7747 5.8013 1.5310
H 0.8841 5.7754 -0.8689
S 2.7945 2.6678 -2.7199
H 1.1756 6.5261 1.4476
H 4.2033 6.0930 -1.6024
H -2.7153 1.1906 0.9917
H -0.4164 -7.2204 -3.0010
C -3.4004 3.9366 -0.5957
O 4.7602 -1.2160 4.7929
H -3.5580 -1.7539 1.1404
C 3.4283 -0.1305 3.1894
C 4.9502 4.6618 -0.1620
C 0.3389 -3.9417 -2.6167
H -1.6514 -1.4548 -4.0689
C 4.7227 -0.5463 3.7839
H 1.3605 4.7717 1.3434
C -4.0787 -1.8478 -1.7629
C -2.2339 0.4164 4.2429
H 1.2032 -5.5285 -3.7747
H 3.2423 -4.0664 -1.4428
H -1.4032 4.5150 -0.0568
N 2.6662 4.7968 -1.1128
C -0.1615 0.3377 3.0390
C -2.0251 3.8008 -0.5735
H -2.3596 -4.2755 -0.6119
C -2.9122 0.7610 3.0877
H 4.1101 -3.4886 -0.0164
O 1.6516 -1.6900 -0.1194
O 5.8188 -0.1503 3.1689
C 4.0097 0.8815 0.7959
N 1.2353 0.1839 2.9237
C -0.8643 0.2065 4.2321
C -2.2205 1.7627 -1.8422
C -0.4774 -6.2021 -2.6436
C -5.1770 -1.9446 -2.6013
N 1.8237 0.6228 1.8047
H -5.8749 -1.9277 -4.6224
H 5.6405 0.4031 2.3321
C -3.7435 -1.6979 -4.4989
C 2.6409 -2.1366 -0.7510
H -3.8615 4.7845 -0.1130
H -1.7344 0.9440 -2.3592
C -1.4806 -5.8484 -1.7571
O 5.2056 1.1269 1.0213
H 4.6658 5.2159 0.7289
H -5.2653 3.0747 -1.2101
C -2.6468 -1.5950 -3.6593
H 0.4791 -3.1180 1.1481
C -3.0147 -3.0522 2.7407
H -6.1640 -2.0811 -2.1797
H 4.8674 3.5985 0.0447
H -4.2275 -1.9292 -0.6988
H -2.2068 -6.5826 -1.4362
Mn 2.0908 0.3143 -1.4376
H 0.0528 -4.3755 3.2292
H -0.2924 0.7949 0.9597
Cl 1.8807 -0.9704 5.3018
H -3.9821 0.9117 3.1098
O 3.2541 -1.4343 -1.5880
C -1.5682 -4.5474 -1.2982
H -4.2115 1.1474 -2.3286
C -2.7641 -2.3402 1.5781
C 3.1226 0.4581 1.9320
Sb -0.9704 -1.5347 -1.0587
C -0.6572 -3.5873 -1.7216
H 4.3612 4.4279 -2.2122
H 2.4350 -4.0793 0.1479
C 2.1802 -0.2882 3.7798
C -0.8461 0.6883 1.8776
C -2.0091 -3.7987 3.3284
C -0.5054 -3.1142 1.5939
H -3.6101 -1.6484 -5.5697
H -2.7766 0.3041 5.1697
C -1.5235 -2.4107 0.9755
C -2.8110 -1.6681 -2.2834
H 5.9900 4.8881 -0.3873
C 1.8938 5.8320 -0.4565
C -4.1885 2.9812 -1.2168
S 0.6952 -0.5287 -2.9767
O 0.4819 1.3692 -0.8506
H -4.0057 -3.0320 3.1778
C 2.0432 3.6950 -1.5791
*
```

Summary:
LUMO energy (spin up / spin down) in eV: 1.182 / 0.843
Highest occupied orbital energy (spin up / spin down) in eV: -4.727 / -5.517
Total energy in eV: -137572.6020
HOMO-LUMO gap (spin up / spin down) in eV: 5.909 / 6.361
ΔE to the lowest compared entry with this formula, charge and spin in kcal per mole: 20.21

# C12H11ClN2OS

C12H11ClN2OS in the gas phase (the ωB97M-V functional and the def2-TZVPD basis, the Open Molecules 2025 dataset).

```
! wB97M-V def2-TZVPD RIJCOSX def2/J DEFGRID3
* xyz 0 1
H -0.8066 -2.1342 2.1649
H 1.4080 2.6988 0.4558
C 1.7355 2.0342 1.2573
C -2.0425 0.2683 0.5981
C -0.3205 -2.3256 1.2104
H -2.3262 2.3147 1.1304
O 1.6463 -3.5398 -0.8950
C -1.7919 -0.6221 -0.4360
C -2.1401 1.6204 0.3241
N 1.5522 0.6646 0.8756
H 0.1195 -3.3202 1.1791
C -2.0070 2.0834 -0.9745
H -2.1532 -0.0907 1.6086
H -1.6847 1.5434 -3.0225
C -1.7826 1.1878 -2.0074
H 1.1295 2.2077 2.1431
H -1.4821 -0.8723 -2.5333
C 1.6667 -1.3094 -0.1175
Cl 3.4307 0.6891 -1.0084
H 2.7854 2.2289 1.4778
C 2.0731 -2.4147 -0.9592
H 2.8537 -2.1358 -1.6953
C 0.6651 -1.2790 0.8935
H -2.0835 3.1406 -1.1828
S -1.5950 -2.3626 -0.1278
C -1.6694 -0.1644 -1.7404
C 2.1971 -0.0206 -0.0827
N 0.6224 -0.0903 1.4638
*
```

Summary:
LUMO energy in eV: 0.498
Highest occupied orbital energy in eV: -8.376
Total energy in eV: -41007.3355
HOMO-LUMO gap in eV: 8.873
ΔE to the lowest compared entry with this formula, charge and spin in kcal per mole: 0.00

# C19H26N7O4PdS3

C19H26N7O4PdS3 as an isolated structure (the ωB97M-V functional and the def2-TZVPD basis, the Open Molecules 2025 dataset).

```
! wB97M-V def2-TZVPD RIJCOSX def2/J DEFGRID3
* xyz 1 1
N -0.1890 -1.2791 -2.4469
H 0.9223 3.7422 0.5795
N 2.3203 -1.5495 -4.9162
H -4.1361 0.8498 -1.8998
H 1.0276 4.0249 -3.4854
H -0.5953 -3.7545 -0.4505
C 0.8879 1.3107 -0.9999
H 2.5858 1.9722 0.1263
C 0.0738 -2.9096 -0.6131
N 1.1934 2.9363 2.4580
H 0.9665 -3.3009 -1.0935
C 1.2093 -1.1759 -4.2904
C 2.2025 -1.3748 3.8064
C 1.9676 -0.0149 3.8587
C -0.0893 -1.7536 3.2395
H 1.6634 -2.1930 -2.5439
H 0.5057 3.0653 -4.8149
Pd -0.9443 0.4397 -3.1310
H 2.9786 -2.1960 -4.5146
C 1.1734 -2.2696 3.5009
H 1.9721 -4.0700 4.3679
O -0.3876 1.2293 -0.9736
C -0.3342 -0.3848 3.2643
C -0.8865 3.3152 -3.3934
N -2.5419 -0.4069 -1.6574
C 0.7895 2.7733 1.0699
H 2.5460 -1.1345 -5.8038
H -5.2869 0.1106 0.1818
H 0.3526 -2.5121 0.3674
H -0.9122 -2.4335 3.0510
C -4.3385 -0.3262 -0.0974
S -2.0172 2.2222 -4.1388
H 3.1900 -1.7546 4.0402
C -2.5164 -1.8229 0.2662
N 0.2715 3.5836 -3.9851
H -2.0190 -2.5780 0.8546
H 2.1757 3.0655 2.6579
C 0.6965 0.4803 3.5809
O 1.0749 2.6796 4.8700
H -0.2752 2.5473 1.0536
S 0.0849 -0.1441 -5.0489
H 2.0379 -4.0350 2.6159
H -1.3240 0.0095 3.0752
O 1.6006 1.1137 -1.9993
C -3.7387 -1.3025 0.6726
H 0.4981 -4.3139 3.4358
C -0.6248 -1.8373 -1.3769
C 1.5524 1.6862 0.3229
H 2.7626 0.6632 4.1433
C -1.9439 -1.3390 -0.8976
C 1.4298 -3.7503 3.4780
H -4.2074 -1.6583 1.5804
S 0.4037 2.2273 3.6899
C -3.7008 0.0921 -1.2587
N -1.1777 3.9133 -2.2478
H 1.5696 0.7829 0.9421
H -2.0056 3.6158 -1.7597
O -0.9975 2.4161 3.4609
N 0.9738 -1.6776 -3.0674
H -0.4701 4.3851 -1.7061
*
```

Summary:
LUMO energy (spin up / spin down) in eV: -3.491 / -3.492
Highest occupied orbital energy (spin up / spin down) in eV: -11.111 / -11.111
Total energy in eV: -74727.0811
HOMO-LUMO gap (spin up / spin down) in eV: 7.619 / 7.619
ΔE to the lowest compared entry with this formula, charge and spin in kcal per mole: 31.79

# C11H5GaN2O5

C11H5GaN2O5 as an isolated structure at a distorted geometry (the ωB97M-V functional and the def2-TZVPD basis, the Open Molecules 2025 dataset).

```
! wB97M-V def2-TZVPD RIJCOSX def2/J DEFGRID3
* xyz 2 1
C 1.7078 -1.3727 -0.9746
C -3.1049 3.8543 2.3086
C 0.1476 2.8082 -0.0840
Ga -0.5818 -0.1365 -0.5867
C -1.8407 2.2255 0.9379
C 1.4599 0.0673 -1.1153
N -4.0485 4.1064 2.9739
O 2.3414 0.9201 -1.4087
C -0.9922 4.4879 1.2091
H -1.0825 5.4994 1.6189
O 2.2713 -0.4329 4.1998
C -1.9822 3.5255 1.4885
C -2.0806 -0.8283 1.0726
H 0.8850 4.8158 0.1444
H 0.9986 2.4924 -0.7067
C -1.4714 0.1231 -2.5581
N -0.8013 1.9045 0.1982
O 2.2894 -2.3721 -1.0394
C 0.0795 4.1191 0.4117
H -2.6204 1.4648 1.1500
O -1.8141 0.2155 -3.6064
O -2.7494 -1.1959 1.8216
H -1.0639 -1.5647 -0.6244
C 2.4537 -1.1257 3.2615
*
```

Summary:
LUMO energy in eV: -11.237
Highest occupied orbital energy in eV: -16.854
Total energy in eV: -77057.3913
HOMO-LUMO gap in eV: 5.617
ΔE to the lowest compared entry with this formula, charge and spin in kcal per mole: 0.00

# C2H2ClI

A 2-piece molecular cluster, C2H2ClI overall at a distorted geometry (the ωB97M-V functional and the def2-TZVPD basis, the Open Molecules 2025 dataset).

```
! wB97M-V def2-TZVPD RIJCOSX def2/J DEFGRID3
* xyz 0 1
I -2.3217 -1.1371 0.0057
Cl -0.9289 1.8813 0.0034
H 1.5355 0.4595 -0.4301
C 1.1482 -0.1975 0.3520
C -0.8653 0.2386 -0.2628
H 1.4323 -1.2448 0.3319
*
```

Summary:
LUMO energy (spin up / spin down) in eV: -0.900 / -0.682
Highest occupied orbital energy (spin up / spin down) in eV: -8.135 / -9.308
Total energy in eV: -22723.0949
HOMO-LUMO gap (spin up / spin down) in eV: 7.235 / 8.625
ΔE to the lowest compared entry with this formula, charge and spin in kcal per mole: 118.88

# C21H25BClO5P

A 2-piece molecular cluster, C21H25BClO5P overall at a distorted geometry (the ωB97M-V functional and the def2-TZVPD basis, the Open Molecules 2025 dataset).

```
! wB97M-V def2-TZVPD RIJCOSX def2/J DEFGRID3
* xyz 0 1
C 1.2520 4.3652 -1.4328
O 5.3237 -1.9093 -1.0854
C -1.3345 5.1905 -0.8311
H 2.3090 -7.0992 -1.9002
C 0.7766 5.5808 -1.9166
H 1.3441 -3.3614 2.2695
H 0.4620 -4.8284 -0.9714
C 1.3990 -5.1352 -1.4578
C 0.5357 -3.6845 1.5883
C 1.3395 -2.0982 -0.3441
C -5.1705 3.2022 1.9738
C -4.8071 5.2542 0.7667
H -0.8783 6.9415 -1.9892
O -1.3491 1.9820 0.8023
C 0.4316 3.5538 -0.6639
H 0.0860 -0.9923 1.9729
H 0.7288 -4.6840 1.1614
H 1.6676 -6.9158 -0.2798
C -0.6057 -1.4486 1.2515
C -3.5469 4.8044 0.3826
H 0.8016 2.6070 -0.2929
C -0.5128 5.9939 -1.6167
H -5.8046 2.5779 2.5904
H -0.5731 -3.0944 -0.1577
C -3.9140 2.7517 1.5984
C -0.8658 3.9608 -0.3656
O -3.1089 6.7298 -0.8905
H 4.7435 -1.7687 -1.8387
H -1.4895 -1.8843 1.7389
H 1.0115 -1.8830 -1.3816
C -5.6142 4.4563 1.5639
C 2.6764 -4.5767 -0.7825
B 2.6218 -3.0340 -0.3475
P 4.3161 -2.2271 0.1997
H 0.5001 -7.1729 -1.6373
H 1.4157 6.2090 -2.5241
C -2.6980 5.6611 -0.4821
C -3.0950 3.5549 0.8096
H 3.0299 -5.1838 0.0680
H 1.6577 -1.1230 0.0785
H 4.8215 -3.3796 1.9622
O 5.1201 -3.4266 1.0512
H -0.3493 -3.8219 2.2391
H -5.1560 6.2270 0.4470
C 1.4455 -6.7031 -1.3424
H -3.5690 1.7786 1.9218
C -1.7396 3.0763 0.4430
H 2.2631 4.0501 -1.6576
C 0.1487 -2.6133 0.5304
H 1.3133 -4.8521 -2.5183
Cl 4.0192 -4.7122 -2.0411
H -6.5918 4.8103 1.8655
H -0.9007 -0.7348 0.4688
O 4.1131 -0.9711 1.0033
*
```

Summary:
LUMO energy in eV: -1.025
Highest occupied orbital energy in eV: -9.866
Total energy in eV: -54910.2361
HOMO-LUMO gap in eV: 8.841

# C22H12N4O13W

C22H12N4O13W as an isolated structure at a distorted geometry (the ωB97M-V functional and the def2-TZVPD basis, the Open Molecules 2025 dataset).

```
! wB97M-V def2-TZVPD RIJCOSX def2/J DEFGRID3
* xyz 2 1
C -2.9208 -0.6525 -0.8949
H 2.1748 0.3870 5.2958
H -3.2877 1.0293 0.0056
O -1.4539 -1.1528 1.5427
N -0.0433 -2.3102 0.1826
C -0.3797 2.7534 0.3964
O 0.0030 5.8958 -3.3871
C -4.0761 -1.6633 -2.7241
C 2.4594 -0.5402 4.8209
N 0.7989 -1.8966 1.2094
C -2.3017 -1.8844 -0.6144
O 0.2262 4.7300 -5.2057
H -3.6930 -3.7459 -3.0683
O 1.0987 0.0317 2.9048
C 2.3037 -2.1202 2.9908
O -0.5335 1.5874 1.1605
H -4.7670 -1.5727 -3.5512
N 0.0664 -0.0498 -3.8835
O 0.1637 -1.0817 -3.2458
O -0.4593 3.8142 0.8969
O 0.0571 0.0377 -5.0849
C -3.7950 -0.5400 -1.9523
W -0.0403 -0.0854 0.7485
C -0.1184 3.6874 -1.8478
C 0.0512 1.2356 -3.1360
C -2.5705 -2.9928 -1.4134
N 0.0825 4.8651 -4.0135
H -2.0926 -3.9368 -1.1857
H 3.7420 -1.1151 6.4315
O 1.8767 2.0519 3.7040
C 0.0197 3.6076 -3.2151
H 0.1698 2.3592 -4.9561
C -0.1451 2.5294 -1.0791
C 3.2024 -2.9623 3.6665
C -0.0374 1.2833 -1.7367
C -1.2825 -1.8737 0.4360
O 1.7526 0.5502 0.6150
H 1.8136 -3.6612 1.5219
C -3.4694 -2.8834 -2.4570
C 0.0899 2.3990 -3.8782
H 3.4476 -3.9203 3.2241
H -0.2084 4.6537 -1.3675
C 3.3559 -1.3998 5.4620
O 2.0457 1.5919 1.5345
O -0.0836 0.1242 -1.0193
C 1.9684 -0.8818 3.5894
C 1.6567 -2.6312 1.8290
C 3.7469 -2.5959 4.8793
C 1.7111 1.3178 2.8122
O -2.5264 0.4543 -0.1362
H 4.4561 -3.2404 5.3789
H -4.2550 0.4134 -2.1852
*
```

Summary:
LUMO energy in eV: -9.880
Highest occupied orbital energy in eV: -15.487
Total energy in eV: -57385.6854
HOMO-LUMO gap in eV: 5.607
ΔE to the lowest compared entry with this formula, charge and spin in kcal per mole: 0.00